{"formula": "C38H61FN2O12S5", "method": "ωB97M-V/def2-TZVPD", "elements": ["C", "C", "C", "C", "C", "C", "C", "N", "C", "O", "C", "C", "C", "C", "C", "F", "C", "N", "C", "C", "C", "C", "O", "H", "H", "H", "H", "H", "H", "H", "H", "H", "H", "H", "H", "H", "H", "H", "H", "H", "H", "H", "H", "H", "O", "S", "O", "C", "C", "C", "C", "H", "H", "H", "H", "H", "H", "H", "H", "O", "S", "O", "C", "C", "C", "C", "H", "H", "H", "H", "H", "H", "H", "H", "O", "S", "O", "C", "C", "C", "C", "H", "H", "H", "H", "H", "H", "H", "H", "O", "S", "O", "C", "C", "C", "C", "H", "H", "H", "H", "H", "H", "H", "H", "O", "S", "O", "C", "C", "C", "C", "H", "H", "H", "H", "H", "H", "H", "H"], "positions_angstrom": [[7.084520, 1.395556, -3.503742], [5.863048, 0.448363, -3.008209], [4.653867, 1.362078, -2.486036], [3.968160, 2.272164, -3.360953], [4.302472, 2.483813, -4.909514], [4.159093, 1.111729, -5.770529], [3.084180, 1.200709, -6.956423], [3.680490, 1.590453, -8.281589], [2.736593, 3.105987, -2.718120], [2.495656, 4.303028, -3.016827], [1.871557, 2.270778, -1.633015], [2.627429, 1.258393, -0.678379], [1.874952, 0.433512, 0.400368], [0.316185, 0.616225, 0.491877], [-0.440107, 1.590439, -0.479791], [-1.855556, 1.629389, -0.315827], [0.332200, 2.447030, -1.561380], [-0.489153, 3.340315, -2.386190], [-0.370778, 3.091457, -3.678492], [0.147038, 1.739086, -4.352453], [-0.743852, 4.299819, -4.691852], [4.222589, 1.172342, -0.935143], [5.067698, 0.989472, -0.025953], [7.086862, 1.426576, -4.661020], [8.112145, 1.030851, -3.135694], [6.844065, 2.458812, -3.113254], [5.538280, -0.238856, -3.865379], [6.256888, -0.252643, -2.177462], [5.364390, 2.893684, -4.999861], [3.587252, 3.268548, -5.352014], [3.865414, 0.227781, -5.102695], [5.211987, 0.854124, -6.180517], [2.213324, 1.916498, -6.718748], [2.633187, 0.148510, -7.107669], [4.060433, 2.548372, -8.241195], [2.889329, 1.646478, -8.945486], [2.482261, -0.284540, 1.070722], [-0.285763, 0.022226, 1.272442], [0.087533, 0.813528, -3.688961], [-0.526385, 1.542725, -5.272245], [1.207623, 1.906738, -4.791158], [-1.850427, 4.584238, -4.596530], [-0.471049, 3.973307, -5.757766], [-0.053621, 5.173286, -4.389071], [-2.046714, 2.195435, 4.624918], [-3.211835, 2.377139, 3.787587], [-4.124562, 1.295149, 3.490444], [-4.143923, 3.765531, 4.409172], [-3.546689, 4.969703, 3.692337], [-3.353509, 4.532430, 2.238541], [-2.701249, 3.149058, 2.259078], [-4.051101, 3.820677, 5.493689], [-5.189239, 3.618766, 4.127887], [-4.195069, 5.844941, 3.769962], [-2.577690, 5.226049, 4.133117], [-4.328460, 4.472991, 1.743547], [-2.745298, 5.246414, 1.678766], [-3.028900, 2.536751, 1.419275], [-1.611977, 3.220719, 2.264313], [-5.808560, 1.594917, -3.687880], [-5.250349, 0.474889, -2.964162], [-4.084423, -0.241390, -3.432004], [-4.982358, 0.971285, -1.271939], [-6.298458, 0.656858, -0.573738], [-6.730755, -0.712329, -1.100540], [-6.562003, -0.693080, -2.621320], [-4.716307, 2.027523, -1.231622], [-4.169015, 0.362480, -0.870221], [-6.185989, 0.656030, 0.512658], [-7.050966, 1.408306, -0.836107], [-6.089753, -1.487445, -0.668210], [-7.760804, -0.945968, -0.821319], [-6.282674, -1.673860, -3.007950], [-7.466836, -0.340742, -3.119935], [-4.762977, -1.929005, 1.878152], [-3.547582, -2.506168, 2.407369], [-2.288833, -2.441194, 1.696460], [-3.304824, -1.894288, 4.064941], [-4.057022, -2.883451, 4.945232], [-3.724679, -4.269807, 4.389919], [-3.877079, -4.203453, 2.869150], [-3.682034, -0.874812, 4.144381], [-2.232888, -1.916617, 4.275291], [-3.768376, -2.786961, 5.993949], [-5.134994, -2.705173, 4.872781], [-2.691428, -4.526384, 4.645805], [-4.369046, -5.041664, 4.817099], [-3.167179, -4.859929, 2.364541], [-4.894594, -4.446649, 2.557853], [1.798667, -2.627603, 5.499582], [2.435529, -1.710979, 4.582154], [3.090780, -2.159664, 3.372532], [1.269459, -0.429294, 4.161733], [1.475072, 0.632447, 5.233837], [2.989952, 0.752604, 5.413090], [3.554838, -0.665855, 5.506698], [0.258387, -0.836401, 4.148733], [1.534688, -0.049729, 3.172536], [1.023783, 1.584443, 4.946927], [1.016061, 0.309877, 6.174080], [3.419800, 1.263965, 4.545439], [3.247057, 1.338126, 6.298699], [4.553103, -0.731424, 5.072248], [3.574293, -1.021600, 6.538374], [2.225942, -8.104569, 0.895647], [2.864322, -7.189597, -0.022802], [3.518184, -7.640781, -1.231025], [1.699574, -5.904910, -0.442586], [1.909116, -4.842196, 0.628162], [3.423855, -4.725226, 0.805925], [3.985961, -6.144912, 0.900459], [0.687721, -6.309480, -0.454512], [1.964622, -5.524537, -1.431706], [1.459713, -3.889266, 0.340751], [1.450552, -5.162600, 1.569392], [3.854273, -4.215624, -0.062733], [3.682456, -4.139131, 1.690736], [4.983797, -6.212684, 0.465536], [4.005431, -6.499459, 1.932562]], "forces_ev_per_a": [[-0.5482, 0.1870, -0.3104], [0.5407, 0.2656, 0.5013], [-1.1880, 0.6710, -1.4390], [0.2218, -1.3321, 2.0482], [-0.2701, -0.1625, 0.4050], [0.2626, 0.0301, -0.0299], [-0.1732, -0.4496, -0.0494], [-0.6745, 0.2932, 0.5133], [0.0220, 1.2256, 0.0020], [0.6723, -4.3178, 0.8147], [-1.3544, -1.3938, 1.5700], [-2.4487, 0.5483, 0.0114], [-1.4573, 2.7144, -2.6866], [1.4561, 1.8000, -2.3305], [3.5154, -1.2735, 0.9775], [3.1989, 0.1852, -0.7873], [-0.1562, -2.2716, 2.4023], [2.6871, -1.9565, -1.7854], [-0.3297, 0.7512, 0.3191], [-0.2639, 0.6290, -0.7361], [0.5917, -0.9239, 0.6625], [0.5336, 0.1376, 0.9143], [-3.0091, 0.3623, -3.2021], [0.1760, 0.0198, 1.9275], [-1.7104, 0.6102, -0.5416], [0.8205, -1.7290, -0.6593], [0.2528, 1.1336, 1.2816], [-0.8963, 1.3348, -1.1423], [-1.5108, -0.5271, 0.1223], [1.0504, -1.0844, 0.8729], [0.3056, 1.4516, -0.8143], [-1.8706, 0.3342, 0.3508], [1.2398, -1.0706, 0.1655], [0.6692, 1.6621, 0.2644], [-0.2445, -0.6062, 0.1254], [0.7196, -0.0716, 0.3773], [-1.2900, 1.2858, -1.1953], [0.9604, 1.0206, -1.5089], [0.2729, 1.4940, -0.7163], [0.9900, 0.3912, 1.4787], [-1.6436, -0.3784, 0.9085], [1.7082, -0.3927, -0.1912], [-0.6330, 0.5450, 1.5488], [-1.2637, -1.3166, -0.4508], [-0.1739, -0.3374, -0.0493], [-0.1870, 0.2119, -0.1772], [0.3406, -0.1233, 0.2973], [-0.1967, 0.4113, 0.2226], [0.1138, 0.1324, -0.0140], [-0.1131, 0.1844, -0.0997], [0.1089, 0.2128, -0.5087], [0.0161, -0.1906, -0.0698], [0.1012, -0.0820, 0.0219], [0.0640, -0.0851, 0.0258], [-0.0999, -0.0177, 0.0107], [0.0853, 0.0014, 0.0490], [-0.0618, -0.1116, 0.0265], [0.1323, -0.0805, 0.2312], [-0.0868, -0.1182, 0.0740], [0.2484, -0.1942, -0.1084], [0.2701, -0.0792, 0.1670], [-0.2147, 0.3505, -0.2559], [0.0165, 0.1276, 0.4888], [-0.1745, 0.0739, 0.1040], [0.0109, -0.1938, 0.2138], [-0.4617, -0.4094, 0.0756], [0.0739, -0.0826, -0.2023], [-0.0418, 0.0367, -0.0947], [0.0369, -0.0306, -0.0964], [0.0805, -0.0147, 0.0103], [-0.0445, 0.1222, 0.0094], [0.1001, 0.0052, -0.0498], [0.0489, 0.2017, -0.1251], [0.1760, 0.0626, -0.0473], [0.2833, -0.0550, -0.2681], [0.2445, 0.1600, 0.2540], [-0.3433, 0.1875, -0.2076], [-0.0750, 0.2030, 0.4805], [-0.1147, -0.0700, 0.0497], [0.0868, -0.1415, 0.2196], [-0.0982, -0.6054, 0.0915], [0.0744, -0.0352, -0.2406], [-0.0626, -0.0307, -0.0963], [-0.0316, 0.0167, -0.1013], [0.0930, 0.0491, 0.0172], [-0.0918, 0.0367, -0.0282], [0.0799, 0.0492, -0.0736], [-0.1045, 0.1794, -0.1171], [0.0982, 0.1381, -0.0577], [0.1885, -0.0804, -0.3225], [-0.0759, 0.1099, -0.1293], [-0.1612, -0.2986, 0.1947], [-0.3412, 0.3343, -0.0232], [-0.0427, 0.1293, 0.1450], [0.0348, 0.2339, -0.0612], [0.4514, 0.3235, 0.2941], [0.1284, -0.1281, -0.0493], [0.0022, -0.0568, 0.0948], [-0.0259, -0.1295, 0.0305], [-0.0255, 0.0230, -0.1124], [-0.0424, -0.0558, 0.0686], [0.0009, -0.0714, -0.0936], [-0.1349, -0.1977, 0.0249], [-0.0689, -0.1007, -0.1474], [0.1700, -0.0464, -0.2875], [0.0443, 0.0151, -0.2463], [-0.1903, -0.2406, 0.3264], [-0.3503, 0.3658, -0.0363], [-0.0417, 0.0805, 0.1542], [0.0847, 0.2729, 0.0455], [0.3907, 0.3296, 0.2843], [0.1457, -0.1445, -0.0462], [0.0123, -0.1152, 0.0608], [0.0098, -0.0946, 0.0489], [0.0002, 0.0401, -0.0914], [-0.0473, -0.0592, 0.0498], [-0.0429, -0.0432, -0.1006], [-0.1390, -0.2046, 0.0250], [-0.0711, -0.0813, -0.1401]], "smiles": "CCC1=C(CCCN)C(=O)c2c(ccc(F)c2N=C(C)C)C1=O.O=S1(=O)CCCC1.O=S1(=O)CCCC1.O=S1(=O)CCCC1.O=S1(=O)CCCC1.O=S1(=O)CCCC1", "homo_energy_ha": -0.3252, "total_charge": 0, "lumo_energy_ev": -1.201, "gap_ha": 0.2810}